Here is 4 unconnected molecules or ions with the total composition C5H17NO2 in a non-equilibrium geometry from OMol25. Energies are from ωB97M-V with the def2-TZVPD basis set.

```
25
Properties=species:S:1:pos:R:3:forces:R:3
C 0.986 0.965 -2.039 0.201 0.501 1.819
C -0.151 0.043 -2.424 -0.117 0.012 -0.991
C 1.184 0.841 -0.484 0.062 -0.489 -2.464
N 0.007 1.279 0.227 0.401 -0.807 0.799
C 0.052 0.708 1.606 0.309 0.715 -1.968
C -1.324 0.922 2.189 0.554 -0.075 2.114
H 0.848 2.039 -2.175 -0.428 -0.007 -0.712
H 1.920 0.687 -2.523 0.062 0.045 -0.091
H 0.234 -0.982 -2.529 -0.054 0.232 -0.023
H -0.912 -0.006 -1.646 0.055 0.316 -0.325
H -0.596 0.326 -3.392 0.031 -0.140 0.303
H 1.256 -0.246 -0.412 0.375 0.119 0.893
H 2.116 1.353 -0.226 0.066 -0.162 0.415
H -0.044 2.290 0.258 0.021 0.069 0.103
H 0.905 1.185 2.135 -0.793 -0.262 0.497
H 0.344 -0.336 1.476 -0.071 0.135 0.281
H -1.472 2.005 2.240 -0.533 -0.145 -0.197
H -1.341 0.557 3.230 -0.098 0.173 -0.215
H -2.209 0.464 1.710 0.215 0.016 -0.542
H -0.047 -1.960 0.588 1.268 -0.410 0.358
H 0.919 -3.057 0.403 0.525 -0.073 0.349
O 0.825 -2.304 1.002 -0.879 -0.238 -0.602
H -1.690 -2.372 -0.553 -0.486 0.160 0.914
H -1.490 -0.855 1.270 0.081 -1.614 -3.853
O -1.233 -1.560 -0.278 -0.769 1.928 3.138
```
Forces are in eV/Å.

## Properties
Multiplicity ... 1
Calculated total energy ... -11040.897 eV
HOMO level ... -0.32578 Eh
Kohn-Sham gap ... 0.27977 Ha

=====

Here is a molecular structure, C33H42N4PRu in a non-equilibrium geometry from OMol25. Energies are from ωB97M-V with the def2-TZVPD basis set.

```
81
Properties=species:S:1:pos:R:3:forces:R:3
Ru -0.332 0.786 -0.165 -0.708 0.482 1.723
C 1.090 1.416 2.541 0.060 -0.007 0.194
C 1.886 2.235 1.555 -0.023 0.073 -0.014
N 2.014 1.444 0.336 -0.067 0.068 -0.104
C 2.622 2.163 -0.781 -0.042 -0.010 -0.068
C 1.634 3.154 -1.330 -0.036 0.027 -0.023
C 2.023 4.314 -1.975 -0.002 0.003 -0.037
C 1.049 5.217 -2.370 -0.001 -0.003 0.003
C -0.276 4.963 -2.051 0.016 0.030 -0.039
C -0.583 3.781 -1.405 0.034 -0.017 -0.065
C -1.972 3.435 -0.955 -0.111 0.014 -0.012
N -1.895 2.524 0.196 0.113 -0.127 -0.634
C -1.487 3.196 1.427 0.010 0.130 0.002
C -1.294 2.143 2.481 -0.156 -0.035 0.240
N -0.293 1.130 2.076 0.031 -0.087 -1.113
N 0.347 2.875 -1.097 0.043 -0.112 -0.074
H 1.070 1.911 3.515 -0.103 -0.052 0.007
H 1.589 0.454 2.667 -0.002 0.021 0.067
H 2.857 2.496 1.990 0.008 -0.043 0.005
H 1.378 3.170 1.318 0.056 0.009 0.013
H 2.585 0.630 0.538 0.000 -0.013 -0.012
H 2.900 1.438 -1.551 0.008 -0.020 0.025
H 3.534 2.691 -0.482 0.026 -0.032 -0.028
H 3.072 4.514 -2.151 0.006 -0.005 0.013
H 1.323 6.128 -2.885 0.002 0.007 0.009
H -1.054 5.676 -2.289 -0.012 -0.006 0.014
H -2.506 2.933 -1.764 -0.049 0.027 0.023
H -2.519 4.350 -0.714 -0.042 -0.027 -0.005
H -2.815 2.114 0.332 0.098 -0.094 -0.013
H -2.230 3.926 1.764 -0.023 -0.018 -0.033
H -0.564 3.742 1.236 -0.024 0.011 -0.001
H -2.242 1.618 2.630 0.014 0.008 0.039
H -1.019 2.607 3.430 0.028 -0.108 0.027
H -0.567 0.251 2.502 0.031 -0.006 0.006
C 5.156 -1.533 0.975 0.019 -0.008 -0.009
C 4.698 -1.429 -0.331 -0.036 0.022 -0.015
C 3.335 -1.435 -0.598 0.005 -0.082 0.025
C 2.420 -1.556 0.449 -0.019 0.084 0.179
C 2.887 -1.656 1.762 0.043 -0.016 -0.045
C 4.250 -1.650 2.021 -0.041 0.022 0.026
P 0.631 -1.425 0.147 -0.382 -0.096 -1.192
C -0.110 -2.580 1.312 -0.031 0.177 0.213
C 0.462 -3.835 1.536 -0.014 0.001 -0.029
C -0.105 -4.695 2.462 0.014 -0.029 -0.012
C -1.236 -4.312 3.173 -0.038 -0.012 -0.020
C -1.806 -3.066 2.964 0.017 0.044 -0.026
C -1.238 -2.201 2.038 0.115 -0.096 0.057
C 0.411 -2.071 -1.535 0.123 -0.159 0.012
C 0.589 -1.160 -2.583 -0.012 -0.090 -0.004
C 0.443 -1.561 -3.901 -0.002 0.001 0.042
C 0.104 -2.879 -4.181 0.016 -0.003 -0.018
C -0.087 -3.785 -3.148 -0.013 0.003 0.009
C 0.070 -3.387 -1.827 -0.022 0.050 0.001
H 6.218 -1.539 1.177 0.002 0.012 0.002
H 5.403 -1.349 -1.148 0.007 -0.019 -0.002
H 2.989 -1.369 -1.621 0.017 -0.019 -0.013
H 2.186 -1.765 2.582 0.017 -0.044 0.010
H 4.603 -1.740 3.040 0.007 -0.018 0.000
H 1.350 -4.135 0.993 0.017 0.000 0.028
H 0.339 -5.665 2.634 -0.004 -0.007 -0.010
H -1.674 -4.991 3.893 0.011 0.000 0.012
H -2.684 -2.768 3.521 -0.004 0.001 0.000
H -1.674 -1.225 1.870 -0.063 -0.036 -0.005
H 0.851 -0.124 -2.365 0.040 0.044 -0.018
H 0.588 -0.854 -4.707 -0.002 0.012 0.004
H -0.010 -3.198 -5.208 -0.017 -0.002 0.002
H -0.359 -4.808 -3.372 0.005 -0.005 0.003
H -0.088 -4.101 -1.028 -0.008 -0.013 -0.021
C -4.675 0.148 -0.204 0.054 -0.089 -0.097
C -3.425 -0.714 -0.377 -0.140 -0.188 0.000
C -3.772 -2.079 -0.987 -0.080 0.088 0.035
C -2.368 -0.036 -1.209 1.752 0.441 1.261
H -5.424 -0.374 0.389 -0.010 0.028 0.022
H -5.120 0.376 -1.174 -0.011 0.023 0.000
H -4.464 1.095 0.300 -0.053 0.005 0.023
H -3.023 -0.925 0.617 -0.068 0.075 -0.065
H -4.220 -1.956 -1.974 0.010 -0.024 -0.019
H -4.485 -2.606 -0.352 -0.014 -0.027 -0.022
H -2.880 -2.701 -1.090 0.001 0.006 -0.004
H -2.657 0.883 -1.708 -0.057 -0.113 -0.172
H -1.727 -0.690 -1.794 -0.333 -0.029 -0.281
```
Forces are in eV/Å.

## Properties
Multiplicity ... 2
Calculated total energy ... -52720.111 eV
⟨S²⟩ ... 1.07
HOMO level (alpha / beta) ... -0.50072 / -0.50355 Eh
Total charge ... +2
Kohn-Sham gap (alpha / beta) ... 0.25796 / 0.28678 Ha

=====

The highest calculated total energy belongs to which entry? C5H17NO2